Formula: C20H56Be2N4O10
Source: OMol25
Level of theory: ωB97M-V/def2-TZVPD

ΔE to the lowest compared entry with this formula, charge and spin in kcal per mole: 154.3
Electronic energy in eV: -48862.17074
HOMO energy in eV: -13.9
LUMO level in eV: -9.60
Largest force on an atom in eV Å⁻¹: 8.6

The geometry in ORCA input format:
```
! wB97M-V def2-TZVPD RIJCOSX def2/J DEFGRID3
* xyz 2 1
Be -3.2615 0.6699 1.9221
Be 1.5339 0.2329 2.2599
C -0.7856 -0.6398 0.7798
O -1.8533 -1.2916 0.8177
O 0.2776 -1.1276 0.5206
O -0.7382 0.4430 1.3440
C 3.9731 2.5598 -1.2228
C 3.4856 2.1964 0.2000
C 2.3995 3.2086 0.6131
O 1.6524 2.6402 1.6845
C 0.5124 3.3683 2.0344
N 2.7882 0.8912 -0.0710
H 3.1683 2.2847 -1.9046
H 4.9188 2.1122 -1.5284
H 4.0467 3.6469 -1.1918
H 4.4261 2.1523 0.7490
H 1.7230 3.4040 -0.2189
H 2.9176 4.0682 1.0384
H -0.0696 2.8415 2.7906
H -0.0416 3.5159 1.1074
H 0.6939 4.3919 2.3619
H 2.0236 1.1133 -0.6925
H 3.4382 0.3106 -0.5814
C 2.6616 -4.1752 3.8414
C 2.8565 -2.7230 3.4517
C 3.6509 -2.5659 2.0743
O 3.8755 -1.1648 1.8312
C 5.1112 -0.9491 1.1921
N 1.5217 -2.1027 3.4514
H 2.0120 -4.8298 3.2604
H 2.2018 -4.1044 4.8271
H 3.6510 -4.6203 3.9465
H 3.3614 -2.1181 4.2049
H 3.3151 -3.1641 1.2273
H 4.5946 -3.0873 2.2341
H 5.0284 0.0218 0.7036
H 5.3150 -1.6770 0.4068
H 5.9497 -0.9963 1.8869
H 0.9153 -2.6054 2.8192
H 1.0908 -2.2073 4.3589
C -2.7195 3.6688 -1.6751
C -2.7263 3.0130 -0.2394
C -2.8103 3.9082 1.0034
O -2.8499 3.1255 2.1684
C -2.9076 4.1645 3.1511
N -3.8193 1.9990 -0.2752
H -3.4792 4.4363 -1.8231
H -2.8117 3.1003 -2.6005
H -1.7310 4.1105 -1.8009
H -1.7671 2.4956 -0.2192
H -3.6391 4.6145 0.9542
H -1.8651 4.4491 0.9564
H -3.8510 4.7080 3.2036
H -2.0792 4.8559 2.9968
H -2.6732 3.4840 3.9697
H -3.7833 1.3218 -1.0237
H -4.5369 2.5905 -0.6692
C -0.1024 1.2820 -4.1385
C -0.6997 0.8502 -2.8296
C -1.9388 -0.0457 -3.0072
O -3.1238 0.7189 -3.4510
C -4.1150 -0.1775 -4.1035
N 0.3545 0.0823 -2.0994
H 0.1775 0.4579 -4.7947
H 0.8157 1.8660 -4.0742
H -0.8219 1.8862 -4.6912
H -1.0497 1.7256 -2.2826
H -2.2621 -0.5079 -2.0745
H -1.7864 -0.8697 -3.7043
H -3.5830 -0.6957 -4.9013
H -4.8499 0.5291 -4.4893
H -4.6090 -0.9197 -3.4764
H 0.1033 0.0657 -1.1213
H 0.3609 -0.8289 -2.5351
C -0.3086 -4.6095 1.4749
O -0.8348 -3.5583 2.3399
H 0.7447 -4.3955 1.2933
H -0.3985 -5.6403 1.8176
H -0.8152 -4.7077 0.5148
H -1.0269 -2.7740 1.8207
C -3.1282 -3.5436 -1.4484
O -3.7957 -2.6300 -0.6299
H -2.7963 -3.1529 -2.4104
H -2.2512 -3.9405 -0.9370
H -3.7869 -4.3720 -1.7092
H -3.1043 -2.1676 -0.1506
C 0.5975 -3.5534 -2.0541
O 1.4981 -2.9350 -1.1628
H 1.2324 -3.7559 -2.9166
H 0.0961 -4.4657 -1.7308
H -0.1503 -2.8413 -2.4030
H 1.0664 -2.3442 -0.5413
*
```